Version P
A cluster of 2 separate species, C4H13NO2 in total. Source: the Open Molecules 2025 dataset; level of theory: ωB97M-V/def2-TZVPD.

Values from the calculation:
SMILES: CN(C)CCO.O
Frontier orbital gap in hartree: 0.350
Highest occupied orbital energy in eV: -8.754

Last column: natural (NBO) charge in e.
Cartesian coordinates (Å):
1 O 1.0446 -0.7740 -2.2827  -0.738
2 O -0.2483 2.3714 -1.8727  -0.941
3 N -0.4997 0.0406 0.6916  -0.437
4 C 0.5116 -1.3606 -1.0956  -0.075
5 C -0.9081 -0.9533 1.7138  -0.414
6 C -0.4278 1.3535 1.3088  -0.419
7 C 0.7353 -0.3654 0.0426  -0.257
8 H 1.0086 -2.3142 -0.8991  0.163
9 H -0.4745 -0.6969 2.6816  0.177
10 H 0.2275 1.6415 -1.4600  0.469
11 H 0.1980 1.3998 2.2120  0.159
12 H -0.5201 -1.9133 1.3804  0.192
13 H 1.5174 -0.7365 0.7273  0.173
14 H 1.2718 0.5117 -0.3325  0.206
15 H -0.0912 2.1365 0.6368  0.214
16 H -1.4457 1.6366 1.5819  0.203
17 H 1.3313 -1.4289 -2.9030  0.474
18 H -1.9926 -0.9769 1.7314  0.204
19 H -0.6795 1.9606 -2.6193  0.470
20 H -0.5587 -1.5324 -1.2434  0.177

Version Q
A cluster of 2 separate species, C4H13NO2 in total. Source: the Open Molecules 2025 dataset; level of theory: ωB97M-V/def2-TZVPD.

Values from the calculation:
SMILES: C[C@H](O)[C@@H](C)N.O
Frontier orbital gap in hartree: 0.374
Highest occupied orbital energy in eV: -9.667

Last column: natural (NBO) charge in e.
Cartesian coordinates (Å):
1 O 0.8681 -1.1916 2.6892  -0.935
2 O 1.5678 0.5138 -0.4524  -0.754
3 N -0.8109 1.3974 1.1682  -0.813
4 C -0.8266 0.5075 -0.0034  -0.085
5 C 0.1429 0.2503 -2.4339  -0.634
6 C -0.9227 -0.9597 0.3474  -0.642
7 C 0.2892 0.8079 -1.0055  0.106
8 H 0.3825 1.9150 -0.9896  0.190
9 H 0.1473 1.5904 1.4738  0.348
10 H 1.5618 -1.8265 2.4757  0.469
11 H -1.1327 -1.0318 1.4067  0.229
12 H 1.7417 -0.3560 -0.1206  0.462
13 H -1.7350 0.7663 -0.5851  0.184
14 H 1.1858 -0.3814 2.2491  0.466
15 H 0.6998 -0.6883 -2.5194  0.213
16 H -1.6519 -1.6234 -0.1337  0.220
17 H -1.0429 0.8435 1.9916  0.352
18 H -0.0238 -1.5519 0.1455  0.190
19 H 0.4878 0.9163 -3.2065  0.223
20 H -0.9283 0.1023 -2.4971  0.210

Version R
A cluster of 2 separate species, C4H13NO2 in total. Source: the Open Molecules 2025 dataset; level of theory: ωB97M-V/def2-TZVPD.

Values from the calculation:
SMILES: CCNCCO.O
Frontier orbital gap in hartree: 0.345
Highest occupied orbital energy in eV: -8.781

Last column: natural (NBO) charge in e.
Cartesian coordinates (Å):
1 O 2.2425 1.0806 -1.5545  -0.710
2 O 3.4094 -2.2084 2.6288  -0.941
3 N -0.6143 0.3540 0.6524  -0.649
4 C -1.9882 0.4734 -0.0475  -0.204
5 C -2.6580 -0.8589 -0.5010  -0.653
6 C 0.3851 0.2001 -0.4034  -0.242
7 C 0.9641 1.3643 -1.0702  -0.085
8 H -0.3964 -0.3973 1.3014  0.367
9 H -2.0361 -1.5686 -1.0171  0.217
10 H 2.7396 -1.7048 2.2175  0.467
11 H -0.0639 -0.4339 -1.1339  0.165
12 H -3.1057 -0.4090 -1.2961  0.211
13 H -3.3834 -1.0817 0.3280  0.216
14 H 0.9939 2.2246 -0.4803  0.165
15 H 3.5609 -1.8560 3.5451  0.474
16 H 0.4641 1.6278 -1.9377  0.166
17 H -2.7363 0.8787 0.6075  0.196
18 H -1.8962 1.1359 -0.9790  0.185
19 H 1.2587 -0.3240 0.0241  0.188
20 H 2.8601 1.5035 -0.8842  0.465

Version S
A cluster of 3 separate species, C4H13NO2 in total. Source: the Open Molecules 2025 dataset; level of theory: ωB97M-V/def2-TZVPD.

Values from the calculation:
SMILES: C/C=C/CN.O.O
Frontier orbital gap in hartree: 0.360
Highest occupied orbital energy in eV: -8.989

Last column: natural (NBO) charge in e.
Cartesian coordinates (Å):
1 O 3.6556 2.1792 -0.7377  -0.942
2 O -0.1499 3.3189 0.8232  -0.942
3 N -1.9675 0.8605 -0.0955  -0.854
4 C -0.9122 0.0415 -0.7937  -0.248
5 C 0.3792 -3.2379 0.7936  -0.644
6 C 0.2954 -1.8017 0.3411  -0.158
7 C -0.8371 -1.2997 -0.1345  -0.212
8 H 3.2660 2.9024 -1.2082  0.473
9 H 0.7553 -3.2602 1.8255  0.214
10 H -2.5071 1.4074 -0.7314  0.355
11 H 3.0851 1.4447 -0.7221  0.469
12 H -0.2761 4.0826 1.3753  0.465
13 H -2.4938 0.2342 0.4933  0.363
14 H -0.9476 3.2612 0.2470  0.476
15 H -1.7511 -1.8698 -0.0376  0.192
16 H 1.0226 -3.8672 0.1826  0.219
17 H -1.2559 -0.0227 -1.8303  0.179
18 H -0.5849 -3.7419 0.8669  0.210
19 H 0.0097 0.6198 -0.8361  0.190
20 H 1.2144 -1.2515 0.1787  0.195

Order of stability, best first: version Q, version P, version S, version R

Version P
A cluster of 2 separate species, C3H10N3O in total. Source: the Open Molecules 2025 dataset; level of theory: ωB97M-V/def2-TZVPD.

Values from the calculation:
Frontier orbital gap in hartree: 0.358
Net charge: +1
Highest occupied orbital energy in eV: -13.268

Last column: natural (NBO) charge in e.
Cartesian coordinates (Å):
1 O 1.7484 -2.2788 0.0800  -0.511
2 N -0.6593 2.2889 0.4749  -0.825
3 N -0.7723 -2.3580 0.3440  -0.689
4 N 0.8177 1.4654 -1.1273  -0.774
5 C -0.1951 -0.9675 0.2834  -0.346
6 C -0.0584 2.3180 -0.7653  0.297
7 C 1.3214 -1.1629 0.2354  0.442
8 H -1.1406 3.1406 0.7309  0.402
9 H 1.1722 1.7428 -2.0403  0.369
10 H -0.4521 3.1010 -1.4158  0.170
11 H -1.3660 -2.5346 1.1517  0.445
12 H 1.9332 -0.2746 0.3979  0.197
13 H -0.5608 -0.4585 -0.6006  0.284
14 H 0.0547 -2.9927 0.3481  0.464
15 H -0.4938 -0.4319 1.1796  0.248
16 H -0.0382 1.9868 1.2149  0.383
17 H -1.3110 -2.5842 -0.4914  0.444

Version Q
A cluster of 2 separate species, C3H10N3O in total. Source: the Open Molecules 2025 dataset; level of theory: ωB97M-V/def2-TZVPD.

Values from the calculation:
Frontier orbital gap in hartree: 0.363
Net charge: +1
Highest occupied orbital energy in eV: -13.426

Last column: natural (NBO) charge in e.
Cartesian coordinates (Å):
1 O -0.7403 -2.0381 1.8358  -0.513
2 N 0.5086 2.2314 -0.7018  -0.826
3 N -1.5618 -1.8367 -0.5594  -0.691
4 N 1.7640 0.6836 0.4805  -0.767
5 C -0.4656 -0.9521 1.3898  0.433
6 C -0.7041 -0.6859 -0.0927  -0.341
7 C 1.7143 1.6619 -0.3439  0.292
8 H 0.1926 -0.6562 -0.6962  0.284
9 H -2.4722 -1.5558 -0.9194  0.446
10 H 2.7394 0.4281 0.5793  0.366
11 H -0.0412 -0.1983 2.0489  0.200
12 H 2.6208 2.1088 -0.7487  0.178
13 H -1.0724 -2.3739 -1.2740  0.444
14 H -1.6609 -2.4552 0.2767  0.465
15 H -0.1293 2.2534 0.0782  0.381
16 H 0.5562 3.1415 -1.1318  0.402
17 H -1.2481 0.2434 -0.2214  0.248

Order of stability, best first: version P, version Q

Version P
A cluster of 2 separate species, C5H14O in total. Source: the Open Molecules 2025 dataset; level of theory: ωB97M-V/def2-TZVPD.

Values from the calculation:
SMILES: CCC.CCO
Frontier orbital gap in hartree: 0.418
Highest occupied orbital energy in eV: -10.404

Last column: natural (NBO) charge in e.
Cartesian coordinates (Å):
1 O 1.3450 -0.4800 -0.5008  -0.738
2 C -1.1844 0.2626 2.1180  -0.600
3 C 2.6717 0.9111 -2.0055  -0.643
4 C -2.8254 -0.6693 0.4441  -0.613
5 C 1.4027 0.7854 -1.1906  -0.063
6 C -1.5278 -0.9117 1.2165  -0.426
7 H 0.5520 0.8022 -1.8748  0.170
8 H 2.1205 -1.0161 -0.7108  0.467
9 H 2.8515 -0.0278 -2.5184  0.202
10 H -1.3742 1.2142 1.6179  0.195
11 H -0.1505 0.2552 2.4683  0.208
12 H 1.3651 1.5466 -0.3979  0.176
13 H -3.3158 0.2476 0.7970  0.200
14 H -3.5678 -1.4614 0.5021  0.207
15 H 3.5637 1.1220 -1.4120  0.209
16 H 2.5938 1.6412 -2.8124  0.221
17 H -0.6308 -1.1789 0.6548  0.234
18 H -2.7019 -0.4806 -0.6261  0.205
19 H -1.7725 0.2701 3.0460  0.198
20 H -1.7135 -1.7808 1.8519  0.191

Version Q
A cluster of 2 separate species, C5H14O in total. Source: the Open Molecules 2025 dataset; level of theory: ωB97M-V/def2-TZVPD.

Values from the calculation:
SMILES: CCC.CCO
Frontier orbital gap in hartree: 0.424
Highest occupied orbital energy in eV: -10.626

Last column: natural (NBO) charge in e.
Cartesian coordinates (Å):
1 O -2.8432 -1.1006 1.6748  -0.733
2 C -0.5259 -1.8989 1.6243  -0.680
3 C 1.1010 0.3788 -2.1716  -0.618
4 C 0.6173 2.0085 -0.3865  -0.632
5 C -1.5414 -0.8585 1.0613  -0.067
6 C 1.7269 1.2304 -1.0801  -0.408
7 H -1.2338 0.2672 1.6411  0.179
8 H 2.0536 0.4686 -0.3416  0.197
9 H 0.5444 -0.4245 -1.6752  0.204
10 H 0.5319 1.8919 0.7321  0.203
11 H -0.4416 -1.5731 2.6161  0.217
12 H -1.6705 -0.6751 -0.1061  0.180
13 H -3.2610 -1.8664 1.2845  0.464
14 H 0.2594 0.6874 -2.8582  0.209
15 H 0.7951 3.0499 -0.5217  0.219
16 H 0.5828 -2.0325 1.4585  0.233
17 H -0.4141 1.5071 -0.5001  0.213
18 H 2.0746 0.2109 -2.7679  0.211
19 H -0.9181 -3.0082 1.7479  0.208
20 H 2.5625 1.7370 -1.4316  0.201

Version R
A cluster of 2 separate species, C5H14O in total. Source: the Open Molecules 2025 dataset; level of theory: ωB97M-V/def2-TZVPD.

Values from the calculation:
SMILES: CCC.CCO
Frontier orbital gap in hartree: 0.413
Highest occupied orbital energy in eV: -10.275

Last column: natural (NBO) charge in e.
Cartesian coordinates (Å):
1 O 1.4003 1.5002 1.3676  -0.705
2 C -0.5196 2.5211 0.1527  -0.657
3 C -0.1654 -1.6216 -0.6194  -0.409
4 C -1.5242 -1.5038 0.1884  -0.605
5 C 1.0740 2.2943 0.2696  -0.059
6 C -0.1187 -3.0292 -1.3042  -0.622
7 H -0.8773 2.9843 1.0803  0.216
8 H 0.9171 -3.4212 -1.6413  0.211
9 H 0.7657 0.7606 1.3835  0.462
10 H -1.8698 -0.5155 0.0246  0.206
11 H 1.5782 1.9683 -0.6446  0.153
12 H 0.8013 -1.5902 -0.0796  0.202
13 H -0.9916 1.4768 0.0846  0.191
14 H -0.0097 -0.8161 -1.3296  0.195
15 H 1.6402 3.1564 0.4176  0.175
16 H -1.3272 -1.6484 1.1572  0.201
17 H -1.0055 3.0520 -0.7245  0.225
18 H -0.8281 -3.3259 -2.1103  0.210
19 H -2.1206 -2.3447 -0.2616  0.213
20 H -0.3509 -3.7033 -0.4188  0.196

Order of stability, best first: version P, version R, version Q